Computed, not measured: a cluster of 2 separate species, C3H9O3 in total at a distorted geometry, with ωB97M-V/def2-TZVPD.

Results
E_HOMO (spin up / spin down)   -10.667 / -10.565 eV
Multiplicity   2
Gap between HOMO and LUMO (spin up / spin down)   11.39 / 8.16 eV
Energy above the lowest of the compared OMol25 structures with the same formula, charge and spin   18.0 kJ/mol
Charge   0
Expectation value of S²   0.754

```
15
Properties=species:S:1:pos:R:3:forces:R:3
C 0.46343 -0.70727 0.14561 -1.2 -0.8 -0.1
O 1.13771 0.43661 -0.10119 -0.2 0.0 0.1
C -1.01499 -0.51925 0.47468 -0.4 0.8 0.2
C -1.80444 0.32107 -0.51898 0.0 0.2 -0.1
O -3.13856 0.54086 -0.06950 0.2 -0.3 0.0
H 0.50937 -1.29995 -0.79367 0.3 0.1 -0.1
H 0.91325 -1.36508 0.90207 0.5 0.2 -0.1
H -1.06890 0.04335 1.40650 0.0 -0.2 0.3
H -1.54412 -1.46285 0.63239 0.3 -0.2 0.0
H -1.34339 1.30295 -0.59121 0.0 0.0 -0.1
H -1.82552 -0.12481 -1.51940 0.2 0.0 0.0
H -3.55038 -0.32988 -0.05967 -0.3 0.1 0.1
H 4.00002 0.79822 0.52910 0.4 -0.1 -0.1
H 2.79644 0.08394 0.03817 0.5 -0.2 -0.3
O 3.77120 -0.00290 0.04235 -0.3 0.3 0.4
```
Forces are in eV/Å.